# 1
C5H9Cl3O3 | the ωB97M-V functional and the def2-TZVPD basis

## Properties
**Electronic energy**: -1802.0700 a.u.
**Frontier orbital gap**: 0.3034 Eh

Geometry as XYZ:
```
20
Properties=species:S:1:pos:R:3:forces:R:3
C -0.353901 -2.248602 -0.028432 1.9 -0.9 1.4
C -0.867734 1.050286 -2.099365 -1.5 0.2 -1.5
C -0.407793 1.110351 2.073336 1.4 1.3 1.1
C -0.776994 0.033705 -0.009587 3.2 0.4 2.6
C 1.685928 0.062119 0.128741 0.5 0.4 -0.9
O -0.825049 -1.049374 -0.661795 -1.2 -1.5 -0.4
O -0.772074 1.134505 -0.674136 -1.5 0.7 0.5
O -0.780782 -0.011989 1.350764 -2.0 -1.2 -3.7
Cl 2.340084 1.721251 -0.381077 -0.3 -0.4 0.2
Cl 2.380500 -1.055357 -1.271134 0.0 0.4 1.0
Cl 2.462432 -0.280317 1.749745 0.2 -0.4 -0.7
H -0.889460 -2.495594 0.887659 -0.4 0.4 -0.1
H 0.715334 -2.001570 0.294683 -1.5 -0.7 -0.6
H -0.414690 -3.152303 -0.677398 0.1 1.3 -0.1
H -0.281175 1.806244 -2.572657 0.7 0.6 0.4
H -1.905680 1.195113 -2.531611 0.8 -0.2 1.3
H -0.533913 0.105474 -2.449257 0.5 -0.7 -0.1
H 0.513883 1.497877 1.623442 -0.4 0.4 0.1
H -0.113265 0.695186 3.038193 -0.2 0.3 0.0
H -1.175642 1.882999 2.209884 0.0 -0.4 -0.4
```
Positions in Å, forces in eV/Å.

# 2
C21H26ClN3O4S2 | the ωB97M-V functional and the def2-TZVPD basis

## Properties
**Structure (SMILES)**: O=C(NCc1cccs1)C1CCN(c2ccc(S(=O)(=O)N3CCOCC3)cc2Cl)CC1
**Electronic energy**: -2537.6210 a.u.
**Frontier orbital gap**: 0.3179 Eh

Geometry as XYZ:
```
57
Properties=species:S:1:pos:R:3:forces:R:3
O 3.283758 0.138446 1.324402 -0.3 0.4 0.2
C 3.802982 -0.759118 0.692584 0.1 -0.6 -0.3
N 5.140617 -0.966598 0.716332 0.5 -0.1 0.0
H 5.552596 -1.681624 0.138114 -0.2 0.0 0.0
C 6.048900 -0.048399 1.367449 -0.1 0.1 0.3
C 6.968286 0.601614 0.387364 -0.1 0.0 -0.3
C 8.291527 0.884539 0.518207 -0.3 -0.1 0.1
C 8.837688 1.515814 -0.623454 0.0 0.1 -0.2
C 7.922626 1.694571 -1.606774 -0.3 0.0 0.0
S 6.368596 1.107456 -1.160827 0.5 0.0 0.3
H 8.056679 2.135352 -2.574251 0.1 0.1 -0.2
H 9.867052 1.815219 -0.703795 0.2 0.1 -0.1
H 8.860870 0.653901 1.400821 0.1 -0.1 0.2
H 6.637316 -0.569447 2.131125 -0.1 0.1 -0.1
H 5.413578 0.697264 1.861018 0.2 -0.2 0.0
C 3.042416 -1.737657 -0.194048 -0.1 0.0 0.0
C 1.873940 -2.398071 0.548338 0.0 0.2 0.1
C 0.751320 -1.396734 0.799002 0.0 -0.2 0.4
N 0.310399 -0.821365 -0.456673 0.2 -0.2 -0.2
C -1.009955 -0.580896 -0.723062 -0.5 0.1 -0.1
C -1.452959 0.665412 -1.203330 0.1 -0.1 0.1
C -2.777814 0.903633 -1.501466 0.0 0.1 -0.1
C -3.710513 -0.101620 -1.328910 -0.7 0.1 -0.1
C -3.319346 -1.349791 -0.881860 0.0 0.0 0.0
C -1.989800 -1.590242 -0.600258 -0.1 0.2 0.0
Cl -1.558249 -3.213471 -0.177873 0.0 -0.2 0.0
H -4.055346 -2.134239 -0.803911 0.0 -0.2 0.0
S -5.444207 0.222009 -1.597838 -0.1 0.1 0.2
O -5.584350 1.328142 -2.497062 0.3 0.2 0.2
O -6.116789 -1.007973 -1.890534 0.2 -0.2 0.3
N -6.008283 0.736802 -0.110317 0.1 -0.3 -1.0
C -6.018356 -0.258178 0.936436 -0.2 -0.3 0.5
H -6.449075 -1.167641 0.519047 0.0 -0.1 0.2
C -6.867873 0.276043 2.092423 0.1 -0.3 -0.2
H -6.831262 -0.402002 2.946389 0.0 0.0 -0.1
O -6.374964 1.514106 2.550758 0.1 0.0 0.2
C -6.370106 2.473693 1.518904 0.1 0.1 -0.3
H -5.972764 3.390635 1.956703 0.0 0.0 -0.1
C -5.503917 2.011323 0.344434 0.0 0.6 0.2
H -5.570581 2.706154 -0.492001 0.0 0.1 0.1
H -4.455837 1.926390 0.674633 -0.1 0.0 0.0
H -7.395778 2.645885 1.162749 0.1 0.0 0.0
H -7.907018 0.389406 1.752131 0.0 0.0 0.0
H -4.997296 -0.461515 1.298044 -0.1 0.0 0.0
H -3.106059 1.861652 -1.871582 0.0 0.2 0.0
H -0.738703 1.465209 -1.314345 0.1 0.1 0.0
C 1.362242 -0.052456 -1.084092 0.2 0.1 -0.3
H 0.991592 0.396361 -2.005990 0.0 0.0 0.1
C 2.511829 -1.001119 -1.433250 0.0 0.2 0.1
H 3.317612 -0.434880 -1.905096 0.0 0.0 -0.1
H 2.147205 -1.743949 -2.145798 0.0 0.0 0.0
H 1.728973 0.736830 -0.415462 -0.1 0.0 -0.1
H -0.079526 -1.879011 1.308646 0.1 0.1 0.0
H 1.132313 -0.591853 1.440891 -0.1 -0.1 0.0
H 2.217625 -2.805356 1.500395 0.0 -0.1 0.0
H 1.490687 -3.219218 -0.060567 0.0 0.0 0.0
H 3.735503 -2.519450 -0.522925 0.0 0.1 0.0
```
Positions in Å, forces in eV/Å.

# 3
C40H51ClOP4Pb | the ωB97M-V functional and the def2-TZVPD basis

## Properties
**Electronic energy**: -3647.6998 a.u.
**Frontier orbital gap (spin up / spin down)**: 0.1837 / 0.2514 Eh
**Net charge**: +2

Geometry as XYZ:
```
98
Properties=species:S:1:pos:R:3:forces:R:3
P 1.413295 1.099441 -3.460014 -0.8 -1.3 2.8
C 3.084524 1.505670 -3.249262 0.5 0.0 -0.2
C 3.863193 0.872575 -4.241997 0.2 0.5 0.4
H 3.412035 0.082133 -4.841875 0.3 0.2 0.0
C 5.153770 1.327180 -4.446961 -0.1 -0.3 0.0
H 5.732648 0.882923 -5.247101 0.2 0.1 0.1
C 5.659350 2.356244 -3.656030 0.3 0.1 -0.1
H 6.665130 2.724152 -3.846830 -0.2 -0.1 0.0
C 4.910217 2.935158 -2.634289 -0.6 -0.2 0.3
H 5.307002 3.735248 -2.023684 0.2 -0.1 0.0
C 3.604945 2.505678 -2.393119 0.0 -0.5 -0.9
H 2.984355 2.906032 -1.599078 0.2 0.2 -0.1
C 1.022658 -0.582766 -3.818216 0.1 -0.2 -0.3
C 1.732404 -1.693128 -3.287495 -0.6 0.8 -0.6
H 2.515042 -1.526421 -2.551983 -0.1 -0.1 -0.1
C 1.402182 -2.955720 -3.766308 0.4 0.2 0.3
H 1.958161 -3.812099 -3.385302 -0.2 0.1 -0.2
C 0.426085 -3.099478 -4.745947 -0.2 -0.3 -0.2
H 0.219311 -4.087633 -5.149649 0.0 0.2 0.1
C -0.267337 -1.998532 -5.245870 -0.6 -0.5 -0.4
H -1.004421 -2.104984 -6.046714 0.2 -0.2 0.3
C -0.003331 -0.742096 -4.764532 0.4 0.7 0.2
H -0.515863 0.161382 -5.139686 0.2 -0.7 0.0
C 0.237092 2.353907 -3.737799 0.1 0.5 -0.7
C 0.629282 2.955205 -4.950339 -1.1 0.7 0.2
H 1.533975 2.607865 -5.442442 -0.2 0.2 -0.2
C -0.176510 3.956153 -5.484442 -0.1 -0.4 0.8
H 0.099592 4.380494 -6.425656 -0.1 0.4 -0.4
C -1.323461 4.358588 -4.784264 0.3 -0.1 -0.3
H -1.946469 5.132600 -5.211444 0.0 0.0 0.0
C -1.684286 3.785794 -3.566878 0.5 -0.7 0.3
H -2.570083 4.094579 -3.029859 0.0 0.2 -0.1
C -0.903145 2.765524 -3.012606 0.6 0.0 -0.7
H -1.132963 2.302565 -2.055850 0.0 0.1 -0.2
Pb 0.309135 0.178197 1.717049 -0.7 0.0 0.5
C -1.702356 -1.260857 1.150342 1.3 0.8 -1.1
C -2.018307 -1.566558 -0.122459 1.3 1.1 0.8
H -2.193546 -1.574873 2.049502 -0.6 -0.6 0.2
C -1.201231 -0.913403 -1.267730 0.9 0.8 -0.1
O -2.139619 -0.128476 -2.042661 0.8 -0.1 -0.3
H -1.624281 0.339906 -2.736992 -0.5 -0.5 0.5
C -0.030709 0.025139 -0.911237 1.6 1.7 -0.4
H -0.745308 -1.699786 -1.914525 -0.2 0.4 0.3
C 0.831301 0.779761 -0.207077 -4.1 -3.9 -3.2
Cl 2.314831 2.000783 1.928633 0.2 0.0 0.5
P -1.491298 2.211081 2.164170 0.0 0.6 -0.3
P 1.809806 -2.066587 1.906615 0.6 -0.4 -0.1
C -0.958484 3.144894 3.630782 -0.1 0.1 -0.1
H -0.000719 3.634202 3.417048 -0.2 -0.1 0.0
H -0.810645 2.429708 4.445035 -0.1 0.3 -0.1
H -1.716374 3.891896 3.897504 0.2 -0.1 0.0
C -1.573701 3.442169 0.823919 -0.2 0.4 0.0
H -2.237592 3.090298 0.022369 0.1 0.0 0.2
H -0.567814 3.594398 0.410376 -0.2 0.0 0.1
H -1.952991 4.397672 1.213174 0.1 -0.2 -0.2
C -3.221944 1.771162 2.495956 -0.2 0.0 0.0
H -3.263231 1.085498 3.351255 0.0 0.2 -0.1
H -3.636032 1.261818 1.615431 0.0 0.1 0.2
H -3.805393 2.677400 2.712785 0.0 -0.3 0.0
C 2.572161 -2.250012 3.545933 0.0 0.1 0.1
H 1.804914 -2.538701 4.275487 0.2 0.0 -0.2
H 2.985753 -1.280895 3.855222 0.0 -0.2 -0.1
H 3.371109 -3.004919 3.516281 -0.2 0.2 0.1
C 1.021758 -3.668338 1.562850 -0.1 -0.2 0.0
H 0.644030 -3.678100 0.530995 0.1 0.0 0.2
H 0.168486 -3.796795 2.242187 0.2 0.0 -0.1
H 1.734893 -4.494194 1.700940 -0.2 0.2 0.0
C 3.217728 -1.995045 0.749953 0.2 0.0 0.0
H 3.575716 -0.958281 0.689195 0.0 -0.2 0.0
H 2.911394 -2.325451 -0.251821 0.0 0.1 0.3
H 4.033477 -2.637675 1.109612 -0.2 0.1 -0.2
P -3.335884 -2.602566 -0.685093 0.2 0.5 -0.2
C -3.944018 -3.591725 0.678007 -0.1 -0.2 0.0
C -2.642432 -3.638440 -1.989501 -0.3 -0.3 0.0
H -4.257436 -2.930376 1.503491 0.1 -0.3 -0.4
H -3.151791 -4.276149 1.027433 -0.4 0.3 -0.1
H -4.805186 -4.172782 0.309416 0.3 0.1 0.3
H -2.318018 -3.021606 -2.843120 -0.2 -0.2 0.3
H -3.421337 -4.344899 -2.316483 0.3 0.2 0.0
H -1.779831 -4.198024 -1.593143 -0.3 0.2 -0.1
C -4.637754 -1.565716 -1.371739 -0.3 -0.3 -0.1
H -4.982734 -0.863123 -0.596743 0.1 -0.3 -0.3
H -5.467906 -2.213953 -1.693244 0.2 0.3 0.1
H -4.225201 -0.993418 -2.216781 -0.2 -0.3 0.4
H 1.612853 1.433867 -0.444455 0.8 0.8 -0.1
C -0.157471 0.052947 3.671734 0.1 -0.7 2.4
C -0.165325 0.005186 4.878661 0.1 -0.2 0.5
C -0.133817 -0.042126 6.310652 -0.3 0.1 1.5
C -1.183622 0.516235 7.090694 0.4 -0.2 -0.8
C -1.106373 0.531948 8.476716 -0.6 0.3 0.3
C -0.014878 -0.012150 9.145303 0.0 0.0 0.1
C 1.004489 -0.594279 8.396068 0.5 -0.3 0.5
C 0.955542 -0.614701 7.012633 -0.1 0.1 -1.0
H -2.048398 0.937979 6.568447 0.3 -0.1 0.3
H -1.924081 0.987274 9.058778 0.5 -0.3 -0.4
H 0.041765 0.016966 10.247426 0.0 0.0 -0.8
H 1.868156 -1.040695 8.918375 -0.5 0.3 -0.4
H 1.767373 -1.066962 6.423869 -0.4 0.3 0.4
```
Positions in Å, forces in eV/Å.

# 4
C17H56N4O11 | the ωB97M-V functional and the def2-TZVPD basis

## Properties
**Relative energy (zero: lowest compared OMol25 entry of this formula, charge and spin)**: 91.8 kcal/mol
**Structure (SMILES)**: NC(N)=O.NC(N)=O.CCO.CCO.CCO.CCO.CCO.CCO.CO.CO.CO
**Electronic energy**: -1727.7840 a.u.
**Frontier orbital gap**: 0.3367 Eh

Geometry as XYZ:
```
88
Properties=species:S:1:pos:R:3:forces:R:3
C -1.805295 5.911659 0.914023 -0.9 1.5 -0.8
C -2.949295 5.363659 0.076023 -1.5 0.8 0.7
O -2.661295 4.195659 -0.601977 0.4 -0.6 -1.2
H -0.876295 5.877659 0.371023 0.4 0.2 -0.4
H -1.714295 5.288659 1.755023 0.3 -0.5 1.5
H -2.028295 6.972659 1.226023 0.3 -1.1 -0.2
H -3.238295 6.076659 -0.710977 0.0 -0.1 0.4
H -3.860295 5.201659 0.747023 0.9 0.4 -0.7
H -2.487295 3.468659 -0.010977 0.1 -0.4 0.6
C -1.921295 -4.262341 -1.094977 1.1 0.3 1.0
C -1.596295 -4.127341 0.405023 0.3 0.4 -1.7
O -0.162295 -4.021341 0.623023 -1.5 -0.6 -0.6
H -1.590295 -5.185341 -1.486977 0.6 -1.2 -0.4
H -1.414295 -3.500341 -1.670977 -0.2 0.1 -0.1
H -2.977295 -4.248341 -1.230977 -0.9 0.4 -0.1
H -2.142295 -4.911341 0.888023 0.4 -0.9 0.8
H -2.076295 -3.225341 0.694023 -0.2 1.1 0.7
H -0.034295 -3.707341 1.517023 0.0 0.1 0.5
C -0.932295 1.372659 -4.005977 -1.7 -0.5 -0.8
C -0.110295 1.089659 -5.179977 -0.5 0.0 -2.3
O 1.249705 1.338659 -4.999977 1.8 -0.6 -0.4
H -2.028295 1.211659 -4.194977 1.1 0.0 0.1
H -0.785295 2.370659 -3.731977 0.1 1.6 0.7
H -0.586295 0.729659 -3.261977 0.2 -1.0 1.6
H -0.324295 1.758659 -5.998977 -1.2 0.2 -0.5
H -0.207295 0.077659 -5.576977 -0.5 -0.3 0.3
H 1.563705 1.027659 -5.880977 0.6 0.6 1.3
C 2.510705 -2.471341 1.977023 -0.4 -0.1 -2.9
C 2.926705 -3.905341 1.665023 0.6 1.3 2.0
O 2.315705 -4.642341 2.720023 -0.5 -1.4 -1.0
H 2.686705 -2.107341 2.928023 0.6 0.1 2.3
H 1.435705 -2.371341 1.806023 0.1 0.1 -0.1
H 3.029705 -1.789341 1.314023 0.0 0.3 -0.4
H 4.039705 -3.995341 1.724023 -0.7 -0.1 -0.3
H 2.554705 -4.203341 0.698023 -0.2 -0.4 -0.1
H 2.855705 -4.561341 3.493023 0.4 0.1 0.6
C 2.952705 1.101659 0.970023 -2.2 1.4 -0.8
C 1.904705 1.153659 2.096023 0.5 -0.3 -1.7
O 2.546705 1.608659 3.254023 -0.2 0.2 0.8
H 3.394705 2.067659 0.769023 0.4 0.3 0.3
H 2.490705 0.856659 0.004023 -0.2 0.1 0.4
H 3.680705 0.396659 1.149023 1.8 -1.5 0.7
H 1.522705 0.150659 2.194023 -0.3 -0.5 0.4
H 1.054705 1.759659 1.751023 0.2 0.2 0.4
H 2.040705 1.324659 4.029023 0.1 0.1 -0.3
C -2.679295 2.884659 3.410023 -0.3 -0.6 -0.1
C -1.739295 1.944659 2.689023 1.7 1.6 1.7
O -1.333295 2.624659 1.506023 -0.1 -0.7 -1.0
H -3.733295 2.839659 3.143023 -0.1 -0.7 0.3
H -2.479295 3.900659 3.184023 0.8 1.1 -0.3
H -2.426295 2.789659 4.435023 -0.7 -0.1 1.3
H -2.122295 0.962659 2.523023 -0.3 -0.5 -0.8
H -0.791295 1.793659 3.333023 -1.4 0.1 -0.8
H -1.035295 3.499659 1.752023 0.2 0.1 0.1
C -0.774295 -0.558341 0.028023 -1.9 -0.9 6.7
O -1.147295 -0.906341 1.331023 1.5 1.1 -5.9
N -0.667295 0.677659 -0.298977 -0.3 2.7 0.2
N -0.422295 -1.391341 -0.891977 -0.8 -5.3 -1.2
H -0.868295 1.294659 0.458023 -0.1 0.8 0.1
H -0.112295 1.042659 -1.058977 0.1 -0.2 -0.3
H -0.375295 -2.386341 -0.562977 0.2 1.0 -0.3
H -0.613295 -1.360341 -1.899977 0.2 0.7 0.6
C 2.484705 -2.677341 -1.459977 -8.3 -2.2 -3.4
O 1.581705 -3.584341 -1.940977 4.1 3.3 2.4
N 3.720705 -2.867341 -1.373977 7.2 -4.1 0.9
N 2.131705 -1.448341 -1.264977 -3.5 3.7 0.6
H 3.912705 -3.857341 -1.281977 0.3 -0.1 -0.5
H 4.408705 -2.354341 -0.834977 -0.8 0.5 -0.2
H 1.079705 -1.255341 -1.204977 2.2 -0.5 -0.3
H 2.644705 -0.679341 -0.860977 0.7 -0.8 -0.1
C -1.760295 -1.322341 4.455023 1.1 -1.4 0.2
O -0.479295 -1.218341 3.835023 -0.1 -0.3 1.5
H -2.446295 -1.831341 3.822023 -0.7 -0.6 -0.8
H -2.169295 -0.375341 4.624023 -0.7 1.7 0.6
H -1.766295 -1.914341 5.401023 0.6 0.6 -0.6
H -0.636295 -0.995341 2.910023 -0.1 0.0 -0.6
C -1.216295 -2.501341 -4.102977 0.0 -1.7 -0.7
O -0.106295 -1.747341 -3.650977 -1.1 0.0 0.3
H -1.278295 -2.344341 -5.185977 -0.6 -0.1 0.1
H -2.147295 -2.303341 -3.607977 -0.4 1.0 0.3
H -1.123295 -3.599341 -3.911977 0.5 0.6 -0.2
H 0.475705 -1.885341 -4.382977 1.4 0.2 0.0
C 1.229705 3.280659 -0.874977 -0.2 1.5 -1.5
O 1.288705 2.192659 -1.742977 0.0 -1.6 0.7
H 0.183705 3.590659 -0.811977 0.2 0.6 0.1
H 1.947705 4.054659 -1.200977 -0.7 0.2 0.0
H 1.586705 3.020659 0.063023 0.4 -0.8 1.8
H 1.524705 2.452659 -2.610977 0.3 0.3 -1.4
```
Positions in Å, forces in eV/Å.